[1]
ORCA calculation (ωB97M-V/def2-TZVPD) on C16H22N2O5S in the gas phase at a distorted geometry.

Properties
- Energy relative to the best compared isomer or geometry (same formula, charge and spin): 13.98 kcal per mole
- E_HOMO: -8.9 eV
- Net charge: 0
- SMILES: CCOC(=O)CCC(=O)Nc1ccc(S(=O)(=O)N2CCCC2)cc1
- Orbital gap: 9.4 eV

```
46
Properties=species:S:1:pos:R:3:lowdin_charge:R:1
C -7.73 -2.32 -0.34 -0.06
C -7.84 -0.81 -0.19 -0.21
O -6.68 -0.16 -0.72 0.00
C -5.62 -0.05 0.06 -0.50
O -5.56 -0.45 1.20 0.11
C -4.46 0.62 -0.66 -0.07
C -3.70 1.55 0.29 -0.09
C -2.26 1.74 -0.18 -0.46
O -1.87 2.73 -0.74 0.09
N -1.49 0.64 0.11 0.13
C -0.15 0.41 -0.20 -0.21
C 0.63 1.32 -0.92 0.01
C 1.95 1.02 -1.19 -0.04
C 2.50 -0.17 -0.74 -0.28
S 4.21 -0.56 -1.04 0.68
O 4.33 -1.95 -1.38 -0.29
O 4.76 0.41 -1.96 -0.29
N 4.82 -0.37 0.52 -0.23
C 5.98 -1.19 0.83 -0.20
C 7.17 -0.25 0.64 -0.16
C 6.62 1.06 1.21 -0.16
C 5.13 1.02 0.85 -0.19
C 1.74 -1.07 -0.02 -0.05
C 0.42 -0.79 0.25 -0.01
H -7.58 -2.59 -1.38 0.08
H -6.90 -2.70 0.25 0.08
H -8.65 -2.78 0.01 0.08
H -8.68 -0.41 -0.77 0.12
H -7.94 -0.54 0.86 0.12
H -3.81 -0.18 -1.02 0.13
H -4.84 1.15 -1.53 0.13
H -3.71 1.12 1.29 0.12
H -4.18 2.52 0.32 0.13
H -1.94 -0.11 0.62 0.15
H 0.19 2.24 -1.26 0.10
H 2.57 1.69 -1.76 0.12
H 5.98 -2.06 0.18 0.11
H 5.90 -1.51 1.88 0.13
H 8.07 -0.59 1.15 0.11
H 7.37 -0.14 -0.42 0.12
H 6.75 1.07 2.30 0.11
H 7.11 1.94 0.79 0.11
H 4.91 1.64 -0.02 0.10
H 4.50 1.34 1.69 0.12
H 2.20 -1.99 0.30 0.12
H -0.18 -1.49 0.81 0.11
```

[2]
ORCA calculation (ωB97M-V/def2-TZVPD) on C3H8N2O2 in the gas phase.

Properties
- Energy relative to the best compared isomer or geometry (same formula, charge and spin): 5.07 kcal per mole
- E_HOMO: -9.8 eV
- Net charge: 0
- SMILES: NC(=O)NCCO
- Orbital gap: 10.4 eV

```
15
Properties=species:S:1:pos:R:3:lowdin_charge:R:1
N 2.32 0.90 -0.82 0.14
C 1.01 0.75 -0.41 -0.59
O 0.36 1.69 0.03 0.04
N 0.51 -0.52 -0.56 0.05
C -0.91 -0.80 -0.38 -0.16
C -1.42 -0.60 1.05 -0.27
O -1.87 0.71 1.31 -0.08
H 2.72 1.78 -0.51 0.10
H 2.94 0.11 -0.73 0.10
H 1.01 -1.12 -1.19 0.13
H -1.05 -1.85 -0.67 0.12
H -1.53 -0.18 -1.06 0.13
H -0.63 -0.91 1.74 0.12
H -2.28 -1.26 1.21 0.11
H -1.17 1.30 0.99 0.05
```

[3]
ORCA calculation (ωB97M-V/def2-TZVPD) on C19H18N2O3S in the gas phase at a distorted geometry.

Properties
- Energy relative to the best compared isomer or geometry (same formula, charge and spin): 45.75 kcal per mole
- E_HOMO: -8.2 eV
- Net charge: 0
- SMILES: CSc1ccccc1NC(=O)CO/N=C(\C)c1cc2ccccc2o1
- Orbital gap: 8.4 eV

```
43
Properties=species:S:1:pos:R:3:lowdin_charge:R:1
C -0.02 -1.47 3.94 -0.35
S -1.10 -0.75 2.66 0.88
C -1.92 -2.25 2.13 -0.47
C -3.12 -2.61 2.72 -0.11
C -3.75 -3.79 2.34 -0.09
C -3.17 -4.59 1.38 -0.07
C -1.98 -4.24 0.78 0.00
C -1.34 -3.06 1.15 -0.23
N -0.14 -2.63 0.59 0.13
C 0.66 -3.25 -0.31 -0.44
O 0.47 -4.32 -0.83 0.07
C 1.92 -2.43 -0.63 -0.09
O 1.98 -1.20 0.06 -0.15
N 1.65 -0.14 -0.80 0.13
C 1.58 1.01 -0.25 -0.25
C 1.79 1.29 1.21 0.00
C 1.25 2.11 -1.12 -0.19
C 0.98 2.13 -2.46 0.07
C 0.74 3.49 -2.81 -0.15
C 0.43 4.17 -3.98 -0.02
C 0.27 5.54 -3.92 -0.09
C 0.41 6.23 -2.71 -0.09
C 0.72 5.58 -1.54 0.00
C 0.89 4.21 -1.60 -0.21
O 1.19 3.37 -0.59 0.10
H 0.64 -2.21 3.49 0.04
H 0.55 -0.66 4.36 0.03
H -0.64 -1.94 4.70 0.04
H -3.56 -1.97 3.47 0.10
H -4.68 -4.07 2.81 0.10
H -3.65 -5.51 1.09 0.11
H -1.52 -4.86 0.03 0.10
H 0.17 -1.72 0.92 0.08
H 2.79 -3.02 -0.33 0.14
H 1.97 -2.26 -1.71 0.13
H 2.11 2.31 1.36 0.08
H 2.53 0.59 1.61 0.09
H 0.85 1.14 1.74 0.05
H 0.97 1.28 -3.10 0.12
H 0.31 3.63 -4.91 0.11
H 0.03 6.09 -4.81 0.10
H 0.28 7.30 -2.71 0.10
H 0.84 6.11 -0.60 0.12
```

[4]
ORCA calculation (ωB97M-V/def2-TZVPD) on C33H24F3FeN5O6S3 as an isolated structure.

Properties
- Energy relative to the best compared isomer or geometry (same formula, charge and spin): 15.14 kcal per mole
- E_HOMO: -2.6 eV
- Net charge: -2
- Orbital gap: 6.8 eV

```
75
Properties=species:S:1:pos:R:3:lowdin_charge:R:1
Fe -0.17 -0.17 -1.19 0.47
C -1.83 -0.20 2.86 -0.03
C -1.77 -0.29 1.36 -0.24
N -0.62 -0.18 0.77 -0.03
N 0.50 -0.30 1.62 -0.09
C 1.05 0.78 2.06 -1.14
S 0.51 2.40 1.92 0.54
S 2.59 0.34 2.89 0.89
C 2.68 1.60 4.18 -0.49
C 1.86 1.28 5.40 -0.29
C 0.60 1.85 5.59 -0.05
C -0.16 1.53 6.70 -0.10
C 0.32 0.64 7.65 -0.12
C 1.58 0.07 7.48 -0.11
C 2.33 0.38 6.36 -0.06
C -3.00 -0.61 0.60 -0.09
C -4.18 -0.90 1.31 -0.08
C -5.36 -1.30 0.71 -0.14
C -5.38 -1.42 -0.69 -0.13
C -4.25 -1.15 -1.42 -0.03
C -3.02 -0.74 -0.83 -0.34
O -2.04 -0.52 -1.62 -0.10
H -1.05 0.46 3.23 0.03
H -2.79 0.21 3.18 0.07
H -1.70 -1.18 3.32 0.10
H 3.73 1.68 4.44 0.07
H 2.35 2.55 3.74 0.02
H 0.22 2.52 4.83 0.08
H -1.14 1.97 6.82 0.09
H -0.28 0.39 8.52 0.09
H 1.96 -0.63 8.21 0.09
H 3.30 -0.08 6.22 0.11
H -4.16 -0.84 2.39 0.08
H -6.23 -1.51 1.30 0.08
H -6.29 -1.72 -1.19 0.09
H -4.25 -1.25 -2.50 0.10
O 0.74 0.49 -7.92 -0.06
C 0.83 -0.59 -7.30 -0.69
O 1.04 -1.74 -7.72 -0.06
C 0.64 -0.47 -5.77 -0.08
C 0.72 -1.60 -4.96 0.07
C 0.51 -1.46 -3.60 -0.16
N 0.21 -0.28 -3.07 0.08
C 0.13 0.81 -3.81 -0.15
C 0.36 0.75 -5.18 0.07
C -0.31 1.99 -3.03 -0.15
C -0.55 3.23 -3.61 -0.01
C -1.11 4.22 -2.83 -0.07
C -1.41 3.95 -1.50 -0.05
C -1.11 2.70 -0.99 -0.11
N -0.54 1.75 -1.72 0.08
C 0.59 -2.53 -2.57 -0.17
C 0.95 -3.84 -2.84 0.00
C 1.06 -4.73 -1.79 -0.06
C 0.84 -4.29 -0.50 -0.05
C 0.48 -2.96 -0.30 -0.07
N 0.34 -2.11 -1.31 0.08
H 0.95 -2.54 -5.43 0.11
H 0.30 1.62 -5.83 0.11
H -0.33 3.38 -4.65 0.11
H -1.32 5.20 -3.25 0.10
H -1.88 4.70 -0.87 0.10
H -1.31 2.44 0.04 0.04
H 1.15 -4.14 -3.86 0.11
H 1.35 -5.75 -1.98 0.10
H 0.95 -4.94 0.36 0.10
H 0.32 -2.54 0.69 0.11
F 3.92 1.88 -2.26 0.12
C 4.24 1.11 -1.21 -0.66
F 4.23 1.88 -0.12 0.12
F 5.50 0.67 -1.39 0.10
S 3.07 -0.31 -1.05 0.49
O 3.52 -1.02 0.11 -0.31
O 3.21 -1.00 -2.31 -0.28
O 1.81 0.41 -0.90 -0.34
```